1.
The following is a quantum chemistry calculation of a molecular structure, C33H41N5PPbS2Se4Te, from the Open Molecules 2025 dataset.

Output
HOMO (spin up / spin down) (eV): -3.413 / -3.413
DFT total energy (Eh): -12760.26240
Strongest force on any atom (eV Å⁻¹): 1.15
LUMO (spin up / spin down) (eV): -0.14 / 0.12
Total charge: -1
Energy above the lowest of the compared OMol25 structures with the same formula, charge and spin (kJ/mol): 277.1

Geometry (Å):
Pb -0.223 -0.133 -1.473
S -2.313 1.799 -1.947
C -0.979 2.489 -2.837
N -0.782 3.879 -2.805
C 0.279 4.435 -3.611
C 1.475 3.497 -3.587
N 1.063 2.244 -4.158
C 2.087 1.453 -4.822
C 3.416 1.458 -4.108
C 3.496 1.168 -2.748
C 4.722 1.133 -2.103
C 5.894 1.363 -2.813
C 5.827 1.652 -4.168
C 4.593 1.711 -4.805
C -0.118 1.686 -3.582
S -0.588 0.017 -3.990
C -1.393 4.742 -1.829
C -2.459 5.656 -2.390
C -2.564 6.971 -1.950
C -3.591 7.791 -2.402
C -4.531 7.297 -3.294
C -4.430 5.984 -3.740
C -3.406 5.167 -3.286
H 0.547 5.417 -3.215
H -0.044 4.557 -4.652
H 1.810 3.379 -2.542
H 2.299 3.905 -4.174
H 2.225 1.809 -5.852
H 1.715 0.433 -4.880
H 2.588 0.951 -2.195
H 4.767 0.906 -1.044
H 6.853 1.311 -2.312
H 6.735 1.823 -4.736
H 4.540 1.946 -5.864
H -0.619 5.344 -1.335
H -1.868 4.105 -1.084
H -1.837 7.359 -1.242
H -3.664 8.813 -2.045
H -5.340 7.932 -3.638
H -5.167 5.590 -4.430
H -3.337 4.133 -3.610
Se 2.350 -2.407 1.966
Se 3.732 -3.092 3.543
Te 0.851 -1.448 5.420
Se 0.521 -1.440 3.018
C 2.525 -7.293 -5.003
C 2.096 -6.111 -4.170
C 1.148 -6.235 -3.163
C 0.795 -5.161 -2.352
C -0.233 -5.357 -1.270
C 1.416 -3.918 -2.557
Se 1.078 -2.490 -1.289
C 2.339 -3.756 -3.597
C 3.009 -2.444 -3.906
C 2.659 -4.862 -4.382
H 1.980 -8.195 -4.724
H 3.592 -7.484 -4.868
H 2.359 -7.105 -6.067
H 0.674 -7.198 -2.990
H -0.588 -6.390 -1.258
H -1.082 -4.690 -1.424
H 0.191 -5.115 -0.295
H 2.550 -1.631 -3.354
H 2.939 -2.221 -4.974
H 4.070 -2.475 -3.639
H 3.386 -4.737 -5.182
C -0.154 4.921 1.805
N 1.009 4.215 1.267
C 2.025 4.117 2.311
N 1.543 3.500 3.542
C 0.369 4.229 4.011
N -0.696 4.322 3.020
C -1.294 3.011 2.750
P -0.090 1.737 2.073
C 0.632 2.885 0.773
C 1.240 2.081 3.356
H -0.931 4.942 1.043
H 0.143 5.948 2.035
H 2.374 5.126 2.549
H 2.865 3.537 1.925
H 0.680 5.243 4.274
H -0.020 3.734 4.904
H -2.099 3.125 2.020
H -1.723 2.620 3.676
H -0.126 2.994 -0.008
H 1.510 2.407 0.333
H 2.149 1.547 3.065
H 0.907 1.664 4.310

Force components x, y, z for each atom (eV/Å):
Pb -0.37 1.08 -0.13
S -0.30 0.11 0.02
C 0.34 -0.16 -0.04
N 0.08 -0.16 0.15
C -0.03 -0.04 -0.08
C -0.16 -0.05 -0.04
N -0.15 -0.10 -0.14
C -0.31 0.22 0.18
C 0.14 -0.13 -0.10
C 0.00 -0.03 0.03
C 0.00 -0.05 0.01
C 0.03 0.04 -0.03
C -0.02 -0.03 0.00
C -0.04 -0.02 0.04
C 0.09 0.14 0.24
S 0.22 -0.10 -0.19
C -0.02 -0.07 -0.10
C -0.03 0.12 0.15
C -0.02 0.01 -0.07
C -0.05 -0.01 0.05
C 0.04 0.04 -0.02
C -0.02 -0.02 0.07
C 0.01 -0.02 -0.11
H -0.02 -0.01 0.00
H 0.03 0.10 -0.02
H 0.06 0.09 0.00
H 0.02 0.01 0.03
H 0.07 0.01 0.03
H -0.04 -0.14 -0.07
H 0.00 0.05 -0.02
H -0.02 -0.02 -0.03
H -0.02 0.02 -0.01
H -0.02 0.03 0.04
H 0.01 -0.01 0.03
H 0.00 0.02 0.04
H -0.01 -0.06 0.12
H 0.01 -0.03 -0.03
H 0.01 -0.02 -0.02
H 0.03 -0.02 -0.01
H 0.03 0.00 0.01
H 0.02 0.05 0.01
Se 0.86 -0.49 -0.15
Se -0.06 0.09 0.00
Te 0.07 -0.09 -0.40
Se -0.73 0.15 0.67
C -0.03 0.09 0.02
C 0.03 -0.02 -0.05
C -0.02 0.01 0.05
C 0.03 0.01 -0.06
C 0.11 -0.02 -0.07
C -0.11 0.15 0.27
Se 0.45 -0.96 -0.01
C -0.04 -0.07 -0.09
C 0.02 -0.01 0.01
C 0.00 0.04 0.01
H 0.01 0.02 -0.02
H -0.02 -0.05 -0.02
H -0.01 -0.04 0.01
H 0.03 0.02 -0.01
H 0.01 0.03 -0.02
H 0.00 0.00 0.05
H -0.06 0.00 0.03
H -0.01 0.06 -0.01
H 0.02 -0.04 0.02
H -0.03 0.02 0.00
H -0.02 0.00 0.03
C 0.13 -0.12 0.03
N -0.04 0.01 -0.08
C -0.13 -0.04 -0.06
N 0.18 -0.02 0.21
C 0.01 -0.07 -0.15
N -0.19 0.09 0.09
C 0.27 -0.14 -0.10
P 0.02 0.64 -0.05
C -0.15 -0.05 0.20
C -0.21 -0.04 -0.23
H -0.07 0.03 -0.04
H 0.02 -0.01 0.00
H -0.02 0.00 -0.01
H 0.03 0.01 0.03
H 0.00 0.00 0.00
H 0.01 0.03 0.02
H -0.06 0.01 0.03
H -0.07 0.02 -0.02
H 0.08 -0.05 -0.11
H 0.00 0.00 -0.08
H 0.02 0.00 0.05
H 0.06 -0.04 0.04

Mulliken atomic charge list, values in e, 6 entries: atom 1 (Pb): 0.883, atom 2 (S): -0.383, atom 3 (C): 0.629, atom 4 (N): 0.770, atom 5 (C): -1.269, atom 6 (C): -0.339



2.
The following is a quantum chemistry calculation of 2 unconnected molecules or ions with the total composition C33H41N7O4, from the Open Molecules 2025 dataset.

Output
HOMO (eV): -6.186
DFT total energy (Eh): -1965.99183
Strongest force on any atom (eV Å⁻¹): 3.57
LUMO (eV): -2.20
Energy above the lowest of the compared OMol25 structures with the same formula, charge and spin (kJ/mol): 0.0

Geometry (Å):
C 2.956 -3.395 -0.222
C 2.295 -2.579 -1.325
C 2.140 -3.344 -2.638
C 3.025 -1.261 -1.551
C 4.320 -1.266 -2.071
C 4.964 -0.073 -2.382
C 4.314 1.139 -2.155
C 3.025 1.174 -1.626
C 2.293 2.489 -1.402
C 2.593 3.507 -2.501
C 2.554 3.049 -0.008
C 2.397 -0.034 -1.284
N 1.034 -0.018 -0.778
N -0.005 0.138 -1.631
N -1.112 0.004 -0.857
C -2.434 -0.019 -1.458
C -3.049 -1.246 -1.729
C -2.323 -2.568 -1.483
C -2.138 -3.353 -2.783
C -3.017 -3.370 -0.390
C -4.339 -1.242 -2.259
C -4.980 -0.043 -2.559
C -4.320 1.165 -2.355
C -3.030 1.189 -1.824
C -2.296 2.515 -1.638
C -2.947 3.330 -0.529
C -2.186 3.280 -2.955
C -0.783 -0.100 0.470
C -1.797 -0.097 1.515
C 0.604 -0.104 0.570
C 1.443 -0.130 1.657
H 2.960 -2.808 0.704
H 2.398 -4.318 -0.040
H 3.992 -3.648 -0.474
H 1.291 -2.318 -0.975
H 1.610 -2.711 -3.361
H 3.117 -3.603 -3.066
H 1.557 -4.259 -2.488
H 4.819 -2.221 -2.246
H 5.960 -0.085 -2.828
H 4.820 2.075 -2.394
H 1.224 2.243 -1.467
H 2.442 3.044 -3.483
H 1.911 4.361 -2.419
H 3.623 3.876 -2.444
H 2.261 2.326 0.763
H 3.618 3.280 0.129
H 1.972 3.964 0.149
H -1.320 -2.314 -1.120
H -1.589 -2.736 -3.505
H -1.556 -4.265 -2.604
H -3.102 -3.627 -3.230
H -3.081 -2.770 0.527
H -4.037 -3.641 -0.688
H -2.457 -4.283 -0.161
H -4.838 -2.193 -2.448
H -5.986 -0.052 -2.981
H -4.802 2.108 -2.614
H -1.275 2.264 -1.328
H -2.969 2.748 0.402
H -2.387 4.253 -0.343
H -3.980 3.586 -0.794
H -1.649 2.663 -3.686
H -3.176 3.518 -3.363
H -1.623 4.208 -2.811
H -1.281 -0.108 2.483
H -2.429 0.807 1.480
H -2.453 -0.978 1.470
H 0.989 -0.226 2.625
H 2.512 -0.081 1.486
O 0.151 2.641 3.595
N 0.373 2.632 4.837
C 0.547 1.378 5.505
C 0.232 0.180 4.857
C 0.247 -0.935 5.681
N -0.352 -2.169 5.477
O -0.755 -2.722 4.469
O -0.500 -2.788 6.747
N 0.048 -1.958 7.759
C 0.454 -0.837 7.100
N 0.832 0.298 7.676
C 0.920 1.369 6.889
O 0.436 3.684 5.516
H -0.176 0.108 3.864
H 1.252 2.303 7.345

Force components x, y, z for each atom (eV/Å):
C 0.09 0.04 0.19
C -0.13 0.36 0.12
C -0.03 0.14 -0.15
C -0.38 -0.20 0.24
C 0.03 0.17 -0.02
C -0.14 -0.02 0.09
C 0.06 -0.12 0.00
C -0.18 0.19 0.37
C -0.25 -0.20 -0.20
C -0.06 -0.09 -0.09
C 0.08 -0.03 0.24
C -0.13 0.00 -0.55
N -0.73 0.19 0.74
N -1.61 -0.94 -0.09
N 2.73 0.30 -0.05
C 0.09 0.11 -0.41
C 0.28 -0.39 0.17
C 0.19 0.43 0.11
C 0.02 0.16 -0.14
C -0.10 -0.03 0.17
C 0.05 0.16 0.00
C 0.05 0.04 0.00
C 0.03 -0.18 -0.01
C 0.16 0.45 0.20
C 0.18 -0.40 0.10
C -0.13 0.03 0.16
C 0.04 -0.16 -0.10
C -1.31 0.04 -1.90
C -0.64 -0.04 0.93
C 2.07 0.19 -0.16
C -0.28 -0.18 -0.73
H 0.04 -0.16 -0.09
H 0.11 0.06 -0.03
H -0.13 -0.04 0.02
H 0.05 -0.12 -0.03
H 0.10 -0.19 0.05
H -0.20 -0.05 0.07
H 0.14 0.09 -0.02
H -0.15 0.27 -0.02
H -0.26 0.01 0.21
H -0.16 -0.25 0.00
H 0.21 0.21 -0.01
H 0.07 0.16 0.08
H 0.16 -0.07 0.02
H -0.19 0.02 -0.02
H 0.04 0.12 -0.08
H -0.17 0.00 -0.04
H 0.11 -0.08 -0.02
H -0.11 -0.10 -0.04
H -0.13 -0.18 0.08
H -0.15 0.11 -0.01
H 0.17 -0.02 0.08
H -0.05 -0.23 -0.15
H 0.15 -0.03 0.07
H -0.13 0.10 -0.05
H 0.12 0.25 0.01
H 0.27 0.00 0.14
H 0.09 -0.26 0.03
H -0.18 0.18 -0.03
H -0.04 0.21 -0.14
H -0.12 -0.11 -0.03
H 0.16 0.03 0.10
H -0.12 0.18 0.04
H 0.19 0.06 0.04
H -0.14 -0.09 -0.03
H -0.39 -0.04 -0.34
H 0.19 -0.31 0.05
H 0.13 0.25 0.10
H 0.51 -0.11 -0.10
H -0.13 -0.04 0.35
O 0.45 -0.47 2.96
N -0.35 2.83 -2.14
C -0.19 -1.93 -0.32
C -0.20 1.48 0.64
C -0.97 -1.87 1.39
N 0.20 0.47 0.01
O 0.30 0.43 1.17
O 1.18 1.46 -0.73
N 0.13 1.20 -1.71
C -1.47 -2.46 -0.53
N 0.95 2.26 -0.17
C -0.15 -1.02 0.99
O -0.01 -2.25 -1.01
H 0.20 0.34 0.05
H -0.20 -0.31 -0.11

Mulliken atomic charge list, values in e, 6 entries: atom 1 (C): -1.461, atom 2 (C): 1.699, atom 3 (C): -1.428, atom 4 (C): 0.713, atom 5 (C): -0.258, atom 6 (C): -1.412



3.
The following is a quantum chemistry calculation of a molecular structure, C33H41NO10P4S3W, from the Open Molecules 2025 dataset.

Output
HOMO (spin up / spin down) (eV): -6.937 / -7.628
DFT total energy (Eh): -4716.61680
Strongest force on any atom (eV Å⁻¹): 1.15
2S+1: 3
LUMO (spin up / spin down) (eV): -0.13 / -0.13
Energy above the lowest of the compared OMol25 structures with the same formula, charge and spin (kJ/mol): 318.4

Geometry (Å):
W -0.067 0.615 0.217
S -1.432 1.569 -1.687
P -0.278 0.127 -2.543
C -0.009 -1.060 -1.305
P -1.589 -1.771 -0.896
S -2.640 -0.613 0.374
C -1.327 -3.456 -0.235
C -0.457 -4.329 -0.886
C -0.289 -5.628 -0.436
C -0.974 -6.060 0.697
C -1.825 -5.192 1.360
C -2.010 -3.896 0.886
C -2.685 -2.140 -2.324
C -2.502 -3.252 -3.145
C -3.319 -3.464 -4.243
C -4.336 -2.566 -4.537
C -4.537 -1.467 -3.719
C -3.718 -1.255 -2.618
C 1.330 0.734 -3.151
C 1.372 1.688 -4.161
C 2.589 2.134 -4.650
C 3.773 1.616 -4.144
C 3.735 0.670 -3.130
C 2.517 0.239 -2.628
C -0.978 -0.261 -4.190
C -1.910 0.566 -4.798
C -2.297 0.333 -6.112
C -1.765 -0.735 -6.816
C -0.843 -1.577 -6.204
C -0.448 -1.336 -4.900
H 0.099 -3.974 -1.748
H 0.373 -6.304 -0.963
H -0.846 -7.074 1.053
H -2.351 -5.519 2.249
H -2.688 -3.217 1.389
H -1.727 -3.975 -2.931
H -3.158 -4.330 -4.872
H -4.972 -2.729 -5.398
H -5.329 -0.762 -3.939
H -3.875 -0.395 -1.981
H 0.452 2.095 -4.566
H 2.613 2.890 -5.424
H 4.724 1.962 -4.527
H 4.656 0.283 -2.712
H 2.479 -0.445 -1.791
H -2.334 1.397 -4.246
H -3.017 0.990 -6.584
H -2.067 -0.914 -7.840
H -0.428 -2.417 -6.749
H 0.289 -1.978 -4.428
N 1.833 -1.264 3.472
C 0.831 -0.215 3.884
C 0.616 -0.198 5.385
P -0.668 -0.412 2.844
O -1.643 -1.320 3.718
O -1.223 0.941 2.572
O -0.119 -1.128 1.603
P 1.516 1.345 3.165
O 3.034 1.139 3.695
O 0.943 2.604 3.670
O 1.515 1.009 1.682
H 1.528 -2.192 3.762
H 2.736 -1.055 3.900
H 1.993 -1.301 2.413
H 0.135 -1.114 5.731
H -0.029 0.642 5.636
H 1.563 -0.059 5.912
H -2.530 -1.313 3.319
H 3.522 1.974 3.726
C 1.186 4.712 1.300
C 0.387 3.877 0.307
C -0.530 4.778 -0.509
O -0.398 2.883 0.989
C 1.376 3.138 -0.596
O 2.230 3.736 -1.207
O 1.257 1.829 -0.643
H 0.512 5.170 2.026
H 1.714 5.491 0.754
H 1.913 4.108 1.838
H -1.068 5.450 0.162
H -1.252 4.195 -1.075
H 0.069 5.367 -1.202
H -0.270 2.936 1.952
C 3.028 -3.192 -1.100
S 2.027 -2.931 0.357
C 2.774 -4.243 1.353
O 2.653 -1.687 0.966
H 4.054 -2.932 -0.843
H 2.640 -2.536 -1.877
H 2.949 -4.230 -1.422
H 2.952 -5.141 0.763
H 2.088 -4.499 2.160
H 3.712 -3.843 1.738

Force components x, y, z for each atom (eV/Å):
W -0.54 0.30 0.16
S 0.24 0.10 -0.12
P 0.43 0.03 -0.71
C -1.11 0.28 0.03
P 0.38 -0.35 -0.31
S 0.23 0.14 -0.04
C -0.01 0.14 0.08
C 0.03 0.00 -0.07
C -0.05 0.01 0.06
C 0.07 -0.04 -0.05
C -0.03 0.11 0.01
C -0.01 -0.11 0.05
C 0.00 0.03 0.05
C 0.01 -0.05 0.02
C -0.03 0.05 0.00
C 0.01 -0.04 -0.01
C 0.00 0.02 0.04
C -0.05 0.01 0.01
C 0.04 -0.01 0.11
C -0.01 0.03 -0.02
C 0.00 -0.01 0.01
C 0.00 0.01 0.01
C -0.02 0.00 -0.02
C 0.03 -0.03 0.00
C -0.04 -0.32 0.13
C -0.05 0.04 -0.01
C 0.02 0.02 0.00
C 0.02 -0.01 0.01
C 0.00 0.03 -0.02
C 0.04 0.01 0.00
H 0.02 0.02 0.03
H 0.00 0.00 0.01
H 0.01 0.01 0.01
H -0.02 -0.02 -0.03
H 0.03 0.01 0.02
H 0.00 0.03 -0.01
H 0.00 0.00 0.01
H 0.01 0.00 0.00
H 0.00 -0.01 0.01
H 0.01 0.01 -0.01
H -0.01 0.00 0.01
H 0.00 -0.01 0.00
H 0.00 0.00 0.00
H 0.00 0.01 0.01
H -0.01 0.01 0.00
H 0.00 -0.02 0.01
H 0.00 -0.01 0.00
H 0.00 0.00 0.01
H 0.00 0.01 0.00
H -0.01 0.01 0.00
N -0.09 -0.02 0.24
C -0.07 -0.02 0.02
C 0.05 0.03 -0.01
P -0.10 0.23 -0.02
O 0.06 -0.26 -0.11
O -0.10 -0.18 0.42
O 0.16 0.39 0.17
P 0.12 -0.01 -0.18
O 0.17 0.10 -0.04
O -0.02 -0.04 -0.01
O -0.04 -0.12 0.09
H 0.00 -0.02 0.05
H 0.01 0.00 0.02
H 0.04 0.03 -0.15
H 0.01 -0.01 0.00
H -0.02 -0.01 -0.01
H 0.00 0.01 0.00
H 0.11 -0.03 0.04
H -0.10 -0.14 0.04
C 0.03 -0.01 0.00
C 0.09 0.02 0.13
C -0.03 0.03 -0.01
O -0.32 -0.05 -0.07
C 0.14 -0.25 -0.05
O -0.05 0.10 -0.06
O 0.11 -0.04 -0.09
H 0.00 0.01 -0.01
H -0.01 0.00 0.00
H -0.01 -0.01 0.01
H -0.01 -0.01 0.00
H 0.02 -0.02 -0.02
H 0.00 0.01 0.03
H 0.02 -0.09 0.04
C -0.12 -0.12 -0.22
S 0.58 0.40 0.24
C -0.11 -0.27 -0.04
O -0.25 -0.15 0.09
H 0.00 -0.02 -0.01
H 0.02 0.02 0.03
H -0.01 0.03 -0.01
H -0.04 0.00 0.00
H 0.04 0.07 0.04
H 0.02 -0.04 -0.02

Mulliken atomic charge list, values in e, 6 entries: atom 1 (W): 1.548, atom 2 (S): -0.899, atom 3 (P): 1.482, atom 4 (C): -1.484, atom 5 (P): 2.014, atom 6 (S): -0.672



> Look up the strongest force on any atom of the first one.

1.15 eV Å⁻¹